Entry from OMol25: a structure of composition C6H18O3S3 in a non-equilibrium geometry (ωB97M-V/def2-TZVPD).

Each line ends with the Löwdin charge.
Geometry (Å):
C1 33.95286 -6.91411 -10.89060  -0.240
S1 34.73739 -6.87516 -9.21199  0.896
O1 35.69107 -5.69422 -9.16589  -0.568
C2 33.20212 -6.51933 -8.18371  -0.257
H1 34.14701 -7.81610 -11.47097  0.040
H2 34.51254 -6.21685 -11.51405  0.050
H3 32.87272 -6.78222 -10.82730  0.043
H4 33.36987 -6.70933 -7.12359  -0.124
H5 32.31127 -7.10997 -8.39732  0.065
H6 33.13034 -5.43825 -8.06444  0.001
C3 32.74127 -6.87698 -5.63602  -0.249
S2 31.91575 -8.38622 -6.21188  0.864
O2 32.95167 -9.22824 -6.87282  -0.521
C4 31.50351 -9.06176 -4.50106  -0.230
H7 33.33555 -6.67006 -6.52603  -0.090
H8 33.38584 -6.98123 -4.76323  0.076
H9 32.19542 -6.05609 -5.17096  0.089
H10 30.53686 -8.64895 -4.21252  0.040
H11 32.25305 -8.78378 -3.76009  0.042
H12 31.28528 -10.12018 -4.35887  0.050
C5 33.71427 -3.63796 -7.90016  -0.292
S3 34.78961 -2.14338 -7.72429  0.888
O3 34.53251 -1.48048 -9.09040  -0.582
C6 33.82793 -1.26252 -6.37523  -0.259
H13 33.93276 -4.21203 -8.80062  0.026
H14 32.66213 -3.35469 -7.92928  0.073
H15 33.91490 -4.14222 -6.95487  0.049
H16 33.02546 -1.73864 -5.81179  0.042
H17 33.35875 -0.37190 -6.79325  0.045
H18 34.46872 -0.79711 -5.62631  0.032

Atoms 1-2, force components in eV/Å:
C 0.332 -0.030 -0.178
S -0.016 -0.239 -0.026

Computed properties:
Electronic energy = -45151.85598 eV
HOMO energy = -8.77 eV
Energy above the lowest of the compared OMol25 structures with the same formula, charge and spin = 7.310 eV
M = 234.41 g/mol
Largest force on an atom = 17.50 eV/Å